Entry 1:
DFT (ωB97M-V/def2-TZVPD) results for a structure of composition C19H37HgO15S4.

Geometry as XYZ:
```
76
Properties=species:S:1:pos:R:3:lowdin_charge:R:1
Hg 0.572 -0.918 1.772 1.233
S -2.999 0.071 0.474 0.679
S 0.302 1.290 -1.410 0.676
S 2.208 2.111 3.056 0.685
S 1.555 -2.255 -2.040 0.685
O 1.215 1.243 2.489 -0.347
O 0.638 0.753 -0.132 -0.358
O 1.061 -1.892 -0.752 -0.324
O -0.829 -0.718 3.600 -0.095
O -2.970 -0.190 4.111 0.024
O 2.505 -1.443 -2.764 -0.320
O 4.692 -1.641 0.611 -0.027
O 3.338 0.058 0.161 -0.010
O 2.890 -1.451 1.871 -0.066
O -3.482 1.386 0.806 -0.312
O 3.171 1.635 4.009 -0.291
O -1.625 -1.143 5.622 -0.032
O -1.685 -0.390 0.825 -0.360
O 0.049 -3.110 1.739 -0.407
O -0.485 0.518 -2.348 -0.317
C -0.134 -4.036 -3.053 -0.238
C -1.729 -0.715 4.459 -0.805
C 1.426 3.559 3.751 -0.226
C -4.687 -1.915 -0.136 -0.207
C 0.196 -2.578 -3.179 -0.237
C 2.039 -4.003 -1.957 -0.198
C -3.337 -0.257 -1.276 -0.236
C -4.692 -0.933 -1.345 -0.221
C 3.645 -1.054 0.945 -0.793
C 1.694 3.407 -2.269 -0.206
C 1.223 -4.794 -2.968 -0.210
C 3.068 3.120 1.845 -0.207
C -4.162 -1.178 1.080 -0.212
C 2.299 4.432 1.619 -0.185
C -0.851 -3.792 0.957 -0.349
C 1.056 4.401 2.546 -0.214
C 0.222 3.854 -2.123 -0.206
C -0.479 2.865 -1.186 -0.212
C 1.747 1.883 -2.298 -0.196
H 3.987 3.373 2.376 0.101
H -5.743 -2.172 -0.082 0.111
H 1.580 -4.732 -4.000 0.110
H -2.578 -0.964 -1.616 0.093
H 2.895 5.320 1.813 0.109
H 0.965 -5.808 -2.676 0.113
H 0.037 4.874 -1.783 0.110
H -0.831 -4.509 -3.745 0.112
H 0.629 3.275 4.434 0.119
H -3.752 -1.746 1.908 0.107
H 2.385 3.837 -1.542 0.095
H 4.060 -0.091 -0.473 0.095
H 2.570 1.393 -1.779 0.088
H -1.552 -4.380 1.584 0.058
H 0.593 -2.387 -4.185 0.105
H 2.276 3.955 4.312 0.106
H -5.011 -0.609 1.472 0.105
H 1.997 4.466 0.571 0.081
H 1.677 -4.356 -0.986 0.102
H -0.613 -1.849 -3.147 0.084
H 0.174 3.917 2.113 0.105
H -0.628 -4.206 -2.084 0.101
H -0.407 3.245 -0.169 0.099
H 0.690 5.401 2.779 0.110
H -3.963 -2.687 -0.402 0.111
H 2.111 3.788 -3.205 0.108
H 3.396 2.471 1.031 0.094
H -3.363 -0.379 4.977 0.085
H -5.554 -0.257 -1.328 0.111
H -0.311 -4.516 0.313 0.043
H -4.843 -1.417 -2.312 0.109
H -0.168 3.917 -3.143 0.111
H -1.498 -3.106 0.368 0.040
H -1.541 2.833 -1.432 0.104
H -3.127 0.674 -1.801 0.090
H 1.694 1.479 -3.306 0.107
H 3.102 -4.227 -1.972 0.110
```

Calculated values
E_LUMO   1.8 eV
Maximum force   2.4 eV/A
Net charge   -1

=====

Entry 2:
DFT (ωB97M-V/def2-TZVPD) results for a cluster of 10 separate species, C20H60O20 in total.

Geometry as XYZ:
```
100
Properties=species:S:1:pos:R:3:lowdin_charge:R:1
O 42.027 17.123 46.025 -0.056
O 44.942 11.918 36.490 -0.101
O 45.007 21.926 41.805 -0.039
O 42.515 18.095 38.868 -0.056
O 41.100 16.561 43.635 -0.092
O 42.564 19.302 41.998 -0.110
O 41.234 10.306 40.969 0.004
O 46.385 17.107 41.608 -0.021
O 46.028 9.044 42.113 -0.116
O 44.904 13.489 39.716 -0.051
O 45.308 13.394 45.800 -0.046
O 47.097 12.518 43.156 -0.051
O 39.597 17.694 38.720 -0.128
O 46.853 17.521 45.161 -0.117
O 45.705 16.243 38.984 -0.090
O 44.063 14.563 43.023 -0.054
O 39.013 17.319 42.180 -0.128
O 41.281 20.733 46.175 -0.079
O 42.259 12.751 40.607 0.002
O 42.938 10.875 46.614 -0.037
C 42.428 10.537 41.497 -0.286
C 39.250 18.068 41.048 -0.233
C 41.950 19.508 45.626 -0.164
C 39.015 17.062 39.769 -0.263
C 42.379 12.075 41.733 -0.312
C 41.853 15.576 43.042 -0.271
C 46.820 16.845 42.974 -0.172
C 46.272 11.269 43.163 -0.173
C 44.055 12.865 46.243 -0.216
C 43.993 21.211 42.375 -0.257
C 43.558 20.078 41.342 -0.205
C 44.755 17.292 38.678 -0.244
C 45.216 12.547 38.815 -0.262
C 43.375 16.981 38.833 -0.274
C 41.577 18.323 46.573 -0.165
C 46.718 10.382 41.908 -0.145
C 44.235 11.360 46.602 -0.256
C 44.489 12.910 37.451 -0.173
C 43.200 15.500 43.686 -0.229
C 46.619 18.009 43.918 -0.286
H 37.850 16.987 39.651 0.143
H 42.759 15.430 44.681 0.100
H 41.614 17.897 38.688 0.031
H 46.435 13.124 43.252 -0.024
H 43.510 13.093 37.644 0.079
H 41.428 16.869 44.520 0.067
H 43.673 13.457 46.986 0.095
H 38.685 19.001 41.201 0.127
H 43.143 16.610 39.933 0.145
H 45.043 10.833 45.883 0.151
H 44.744 14.330 43.656 0.039
H 41.346 12.765 40.352 0.111
H 42.792 9.841 42.402 0.157
H 42.086 18.610 47.532 0.143
H 47.901 17.435 45.226 0.164
H 47.573 18.597 43.712 0.142
H 41.607 12.190 42.501 0.139
H 44.398 20.877 43.360 0.125
H 41.346 14.587 43.177 0.134
H 42.004 15.858 41.928 0.141
H 43.283 10.250 40.727 0.140
H 42.940 19.714 45.388 0.098
H 46.250 15.818 43.079 0.152
H 42.339 18.703 41.175 0.100
H 43.238 12.290 42.094 0.024
H 39.453 16.121 40.049 0.095
H 45.637 16.818 41.347 -0.064
H 45.786 21.846 42.425 0.125
H 44.742 11.499 47.658 0.144
H 45.914 8.740 41.187 0.078
H 42.919 9.955 46.821 0.082
H 42.973 16.231 38.230 0.107
H 45.296 15.399 39.331 0.069
H 41.931 21.473 46.090 0.094
H 41.770 19.416 44.714 0.020
H 47.766 10.209 41.954 0.097
H 45.189 18.132 39.130 0.095
H 46.417 11.012 41.043 0.108
H 44.098 13.494 40.274 0.091
H 40.289 18.303 40.991 0.070
H 44.904 17.495 37.508 0.164
H 39.470 17.115 37.822 0.189
H 45.939 11.882 36.467 0.108
H 41.168 9.413 40.954 0.048
H 47.714 16.625 42.766 0.044
H 46.594 10.695 44.064 0.108
H 39.827 16.908 42.688 0.081
H 43.744 16.547 43.694 0.159
H 44.976 13.846 37.055 0.129
H 44.882 11.706 38.921 0.022
H 43.171 21.445 42.641 0.003
H 43.540 12.916 45.315 0.097
H 46.242 12.671 38.490 0.136
H 43.031 20.551 40.532 0.119
H 45.203 11.470 43.282 0.100
H 45.840 13.204 46.504 0.033
H 40.439 18.183 46.516 0.161
H 41.959 16.488 46.644 0.050
H 45.544 18.464 44.079 0.156
H 44.476 19.558 41.036 0.110
```

Calculated values
SMILES   OCCO.OCCO.OCCO.OCCO.OCCO.OCCO.OCCO.OCCO.OCCO.OCCO
E_LUMO   0.2 eV
Maximum force   12.4 eV/A

=====

Entry 3:
DFT (ωB97M-V/def2-TZVPD) results for a structure of composition C5H9NO.

Geometry as XYZ:
```
16
Properties=species:S:1:pos:R:3:lowdin_charge:R:1
O 0.755 0.277 1.342 -0.037
N -1.043 0.540 -0.248 -0.105
C 0.299 0.304 0.087 -0.404
C 0.793 0.179 -1.158 -0.010
C 2.107 -0.156 1.411 -0.066
C -2.141 -0.194 0.351 -0.073
C -0.632 0.279 -1.660 -0.146
H 2.735 0.420 0.722 0.091
H -3.085 0.207 -0.033 0.083
H 2.178 -1.219 1.156 0.099
H -0.891 1.092 -2.345 0.109
H -2.114 -1.278 0.151 0.085
H 1.767 0.248 -1.618 0.087
H 2.442 0.010 2.435 0.091
H -1.045 -0.670 -2.027 0.111
H -2.124 -0.038 1.433 0.084
```

Calculated values
E_LUMO   1.1 eV
Maximum force   0.4 eV/A

=====

Entry 4:
DFT (ωB97M-V/def2-TZVPD) results for the molecule C2H4N4O.

Geometry as XYZ:
```
11
Properties=species:S:1:pos:R:3:lowdin_charge:R:1
O 0.234 -1.600 0.127 -0.071
N 0.033 1.951 0.000 0.106
N -0.619 -0.355 -0.360 -0.092
N -1.819 -0.439 0.136 0.071
N 1.697 0.322 0.064 0.116
C 1.595 -1.048 -0.038 -0.032
C 0.373 0.725 -0.069 -0.486
H 0.804 2.686 0.105 0.085
H -2.030 0.180 0.790 0.034
H -2.617 -0.671 -0.586 0.174
H 2.350 -1.751 -0.169 0.094
```

Calculated values
SMILES   [H]/N=c1\ncon1N
E_LUMO   0.2 eV
Maximum force   6.8 eV/A

=====

The evaluated energy relative to the best compared isomer or geometry (same formula, charge and spin) for the records listed, in turn: 0.0 1437.0 281.8 456.6 kJ/mol.